This record from the Open Molecules 2025 dataset describes a gas-phase ion, C5H13N2 (charge +1). The level of theory is the ωB97M-V functional and the def2-TZVPD basis.

XYZ file:
```
20
Properties=species:S:1:pos:R:3:forces:R:3:mulliken_charge:R:1
C 0.6719 0.4716 1.5219 -0.9639 1.7193 0.2780 0.336
C 2.0046 0.0708 1.3274 -0.5885 -4.5773 -1.2832 -1.345
C 0.3788 0.5143 -1.6842 -0.4391 -2.5790 -2.5496 -0.837
C -0.7847 -1.5358 -1.0156 -0.8210 -1.3886 1.1423 -0.931
C -1.5542 0.7670 0.9604 -1.3387 -0.5132 -2.2815 -1.067
N 0.1460 -0.5271 -0.7041 -0.0405 2.7044 3.4913 -0.007
N -0.2528 0.2259 0.6734 1.1955 -0.7590 -1.7402 0.119
H 0.4860 1.1448 2.4170 -0.5065 -1.0342 -1.1105 0.384
H 2.5899 0.7081 0.7986 1.4415 2.2240 -2.1196 0.353
H 2.5095 0.0058 2.2191 1.0659 -0.5978 2.2962 0.433
H 1.9414 -0.9313 0.7500 0.6479 1.5525 0.9732 0.320
H 0.3964 -0.1095 -2.6790 -0.0242 1.4626 1.6185 0.312
H -0.2943 1.3412 -1.8085 -0.7882 0.1827 0.2308 0.350
H 1.3520 0.8435 -1.5361 1.7679 0.9794 0.1536 0.315
H -1.7812 -1.2245 -1.3235 -0.1874 0.1890 -0.0363 0.353
H -0.2852 -2.0052 -1.8544 -0.2595 -0.6654 -0.1011 0.389
H -0.8553 -2.2255 -0.1188 0.0390 0.5042 -1.3168 0.328
H -1.8053 0.3737 1.8871 -1.2686 -0.9909 1.4425 0.451
H -2.3118 0.6153 0.1459 0.8222 -0.3183 0.9220 0.313
H -1.4822 1.7961 1.1019 0.2463 1.9055 -0.0095 0.431
```
Positions in Å, forces in eV/Å.

Its structure (SMILES) is C/C=[N+](/C)N(C)C. The calculation puts the HOMO energy at -14.18 eV. Its net charge is +1. As for the orbital gap: 9.98 eV. Its energy relative to the best compared isomer or geometry (same formula, charge and spin) is 4.235 eV. For the total energy, the calculation gives -307.46596 Ha.


This record from the Open Molecules 2025 dataset describes a gas-phase ion, C5H13N2 (charge +1). The level of theory is the ωB97M-V functional and the def2-TZVPD basis.

XYZ file:
```
20
Properties=species:S:1:pos:R:3:forces:R:3:mulliken_charge:R:1
C 0.6933 1.7157 1.1048 -0.6889 -1.2150 -0.2055 -0.821
C -0.5220 0.8063 1.2071 -0.0665 0.3398 0.7452 -0.428
C -1.1499 0.5509 -0.1471 -0.3722 -0.3363 -1.0505 -0.834
N -0.2806 -2.9582 -1.3151 -0.1348 0.5431 1.0982 -0.430
C -0.6166 -1.8516 -0.5657 0.4201 0.0846 -0.7745 -0.030
C -0.5504 -0.5767 -0.9879 -0.3066 0.0276 0.5685 -0.689
N 1.6826 1.0711 0.1437 0.0380 0.7975 0.1839 -0.280
H 1.1871 1.8547 2.0519 0.2201 0.2008 0.2017 0.400
H 0.3768 2.6338 0.6456 0.2701 0.6213 -0.0659 0.383
H -0.2474 -0.0677 1.7883 0.0873 -0.6089 -0.3268 0.393
H -1.2502 1.2680 1.8730 0.0147 0.4391 -0.0738 0.350
H -1.1157 1.4734 -0.7376 0.1791 0.1104 0.0605 0.404
H -2.2273 0.3879 -0.0869 0.0251 -0.0693 0.4359 0.357
H -0.3882 -2.9405 -2.3102 0.2157 -0.2423 -0.0632 0.210
H -0.0756 -3.7985 -0.8024 -0.2291 -0.1635 -0.5693 0.214
H -0.9814 -2.0501 0.4344 0.1222 -0.1492 0.1713 0.319
H -0.2597 -0.3585 -2.0077 0.0574 -0.0218 -0.1392 0.432
H 2.5474 1.6005 0.1814 0.3732 -0.0601 -0.0960 0.380
H 1.8691 0.0822 0.3317 -0.2258 0.0689 -0.0002 0.330
H 1.3087 1.1575 -0.8010 0.0009 -0.3668 -0.1004 0.339
```
Positions in Å, forces in eV/Å.

Its structure (SMILES) is N/C=C/CCC[NH3+]. The calculation puts the HOMO energy at -11.62 eV. Its net charge is +1. As for the orbital gap: 8.29 eV. Its energy relative to the best compared isomer or geometry (same formula, charge and spin) is 1.731 eV. For the total energy, the calculation gives -307.55798 Ha.


This record from the Open Molecules 2025 dataset describes a gas-phase ion, C5H13N2 (charge +1). The level of theory is the ωB97M-V functional and the def2-TZVPD basis.

XYZ file:
```
20
Properties=species:S:1:pos:R:3:forces:R:3:mulliken_charge:R:1
C 0.7199 1.2386 -1.4233 0.8176 -0.5212 2.7916 0.114
C -1.4878 -0.0199 0.7564 3.0193 1.3575 2.0912 -1.522
C 0.0452 -1.9781 0.4693 0.2510 -0.2897 0.2809 -1.292
C 0.9568 0.2736 1.2569 0.6949 -1.9254 0.7003 -1.900
C -0.0269 -0.4845 0.4320 -2.0590 1.4257 -1.4016 1.355
N 0.2554 2.0688 -2.3001 -0.4133 2.2084 -3.7161 -0.374
N 0.1195 0.1149 -1.1123 -0.4635 -0.2748 -0.6408 -0.235
H 1.5540 1.5639 -0.7719 -0.4873 -0.1358 -0.7053 0.400
H -1.6105 0.9582 0.3270 -0.7077 0.2178 -0.3443 0.434
H -2.2397 -0.7184 0.6445 -1.5531 -1.3287 -1.0104 0.420
H -1.4581 0.1712 1.8500 -0.1828 -0.0913 -0.4435 0.381
H 1.0566 -2.4338 0.2249 -1.2055 0.5996 0.7896 0.337
H -0.6491 -2.2915 -0.3056 -0.1409 -0.5856 0.1353 0.389
H -0.4099 -2.2112 1.4998 1.0491 -0.2636 -1.5434 0.336
H 0.9185 1.2996 1.0643 0.0386 1.6209 -0.1455 0.599
H 0.7980 0.1541 2.3525 0.0227 -0.2645 -0.8638 0.380
H 1.9098 -0.1727 0.9740 0.5100 0.5101 0.4029 0.419
H 0.6984 2.9743 -2.6565 -0.3603 -2.0351 1.2098 0.285
H -0.4368 1.7259 -2.9949 0.4551 0.3841 0.8945 0.214
H -0.6629 -0.0279 -1.8046 0.7151 -0.6085 1.5187 0.260
```
Positions in Å, forces in eV/Å.

Its structure (SMILES) is CC(C)(C)/[NH+]=C/N. The calculation puts the HOMO energy at -14.88 eV. Its net charge is +1. As for the orbital gap: 11.53 eV. Its energy relative to the best compared isomer or geometry (same formula, charge and spin) is 1.806 eV. For the total energy, the calculation gives -307.55524 Ha.